(1)
# C23H25GdN2OS

A structure of composition C23H25GdN2OS (wB97M-V/def2-TZVPD, the OMol25 dataset).

Geometry (Å):
C (-1.824, 1.724, 0.232)
C (-2.125, 0.827, -0.888)
C (-2.396, -0.481, -0.333)
H (-2.211, 1.148, -1.929)
C (-2.166, -0.455, 1.130)
C (-1.879, 0.926, 1.494)
H (-2.104, -1.317, 1.813)
C (1.688, 1.780, -0.577)
C (0.730, 1.610, -1.678)
C (0.986, 0.305, -2.252)
H (-0.004, 2.341, -1.992)
C (2.036, -0.334, -1.436)
C (2.416, 0.534, -0.356)
H (-2.646, -1.374, -0.909)
H (-1.440, 1.241, 2.469)
H (-1.638, 2.815, 0.090)
H (3.092, 0.323, 0.495)
H (0.434, -0.152, -3.079)
H (1.902, 2.682, 0.044)
Gd (0.013, -0.129, 0.005)
C (2.604, -1.724, -1.630)
C (4.109, -1.535, -1.809)
C (1.975, -2.393, -2.860)
H (4.290, -0.731, -2.537)
H (4.541, -2.464, -2.186)
H (4.590, -1.271, -0.857)
H (2.330, -1.879, -3.765)
H (0.870, -2.369, -2.834)
H (2.310, -3.439, -2.888)
C (2.371, -2.613, -0.351)
C (0.980, -3.093, -0.160)
H (2.715, -2.069, 0.558)
H (2.985, -3.520, -0.460)
O (-0.105, -2.371, -0.245)
N (0.632, -4.359, 0.129)
C (-0.673, -4.689, 0.736)
H (1.181, -4.990, -0.364)
C (-1.869, -4.563, -0.166)
C (-3.122, -4.186, 0.351)
H (-3.228, -3.943, 1.417)
C (-4.232, -4.104, -0.499)
H (-5.204, -3.804, -0.089)
C (-4.106, -4.418, -1.862)
H (-4.976, -4.361, -2.525)
C (-2.859, -4.814, -2.368)
H (-2.741, -5.066, -3.424)
C (-1.747, -4.898, -1.517)
H (-0.772, -5.213, -1.906)
H (-0.820, -4.124, 1.671)
H (-0.497, -5.738, 0.993)
S (0.328, 2.100, 1.383)
C (0.175, 3.706, 1.584)
N (0.278, 4.768, 2.019)

Cartesian forces (eV/Å) of the 2 atoms listed first:
-2.2 -1.7 -0.6
-1.0 0.8 2.5

Output
- Kohn-Sham gap (spin up / spin down): 6.21 / 4.95 eV
- HOMO level (spin up / spin down): -6.39 / -6.21 eV
- Relative energy (zero: lowest compared OMol25 entry of this formula, charge and spin): 144.7 kcal per mole
- Net charge: 0
- Multiplicity: 8
- <S²>: 16.106

Löwdin atomic charge list, values in e, 4 entries: number 1, C, carries -0.27; number 2, C, carries -0.21; number 3, C, carries -0.21; number 4, H, carries 0.11


(2)
# C23H25IrN7O7PS2

A structure of composition C23H25IrN7O7PS2 (wB97M-V/def2-TZVPD, the OMol25 dataset).

Geometry (Å):
Ir (-0.128, 0.331, -0.149)
N (0.338, 0.258, 2.280)
N (0.611, 1.474, 2.922)
C (0.808, 2.625, 2.222)
N (1.296, 3.654, 2.932)
S (0.384, 2.847, 0.624)
H (-0.229, -0.324, 2.885)
H (1.210, -0.220, 2.053)
H (1.105, 1.407, 3.802)
H (1.718, 3.540, 3.838)
H (1.450, 4.518, 2.441)
O (-2.792, -0.815, -1.322)
N (-1.767, -1.396, -0.602)
C (-2.189, -2.327, 0.158)
C (-1.362, -3.323, 0.812)
C (-2.025, -4.316, 1.543)
C (-1.349, -5.418, 2.026)
C (0.011, -5.547, 1.786)
C (0.690, -4.553, 1.098)
C (0.023, -3.433, 0.610)
P (0.999, -2.181, -0.419)
C (2.611, -2.279, 0.396)
C (3.798, -2.199, -0.326)
C (5.013, -2.180, 0.340)
C (5.052, -2.215, 1.726)
C (3.871, -2.280, 2.452)
C (2.656, -2.314, 1.793)
C (0.975, -3.137, -1.969)
C (0.028, -2.833, -2.945)
C (0.104, -3.412, -4.200)
C (1.127, -4.303, -4.491)
C (2.048, -4.639, -3.512)
C (1.970, -4.069, -2.250)
H (-2.357, -0.272, -1.991)
H (-3.267, -2.482, 0.213)
H (-3.091, -4.226, 1.710)
H (-1.882, -6.182, 2.576)
H (0.540, -6.430, 2.121)
H (1.750, -4.669, 0.917)
H (3.773, -2.139, -1.404)
H (5.932, -2.121, -0.225)
H (6.000, -2.173, 2.244)
H (3.898, -2.303, 3.534)
H (1.734, -2.397, 2.357)
H (-0.749, -2.115, -2.725)
H (-0.622, -3.152, -4.959)
H (1.206, -4.729, -5.482)
H (2.837, -5.343, -3.738)
H (2.692, -4.343, -1.492)
N (-3.718, 2.754, 0.895)
C (-3.551, 3.128, -0.411)
C (-2.576, 2.319, -0.905)
N (-2.156, 1.459, 0.083)
C (-2.866, 1.746, 1.151)
H (-4.364, 3.167, 1.546)
H (-4.112, 3.921, -0.868)
H (-2.144, 2.308, -1.888)
H (-2.777, 1.261, 2.107)
O (1.586, 1.679, -1.764)
S (2.370, 0.583, -1.172)
O (3.738, 0.543, -1.558)
O (2.162, 0.583, 0.302)
O (1.637, -0.722, -1.630)
O (0.575, 0.500, -4.343)
N (0.068, 1.001, -3.418)
O (-0.736, 0.553, -2.615)

Cartesian forces (eV/Å) of the 2 atoms listed first:
-0.5 0.4 1.1
0.1 -0.2 -0.3

Output
- Kohn-Sham gap (spin up / spin down): 7.33 / 6.87 eV
- HOMO level (spin up / spin down): -10.16 / -11.26 eV
- Relative energy (zero: lowest compared OMol25 entry of this formula, charge and spin): 48.8 kcal per mole
- Net charge: +1
- Multiplicity: 6
- <S²>: 8.770

Löwdin atomic charge list, values in e, 4 entries: number 1, Ir, carries 1.15; number 2, N, carries -0.02; number 3, N, carries -0.05; number 4, C, carries -0.80


(3)
# C23H25NO4

An isolated molecule of C23H25NO4 (wB97M-V/def2-TZVPD, the OMol25 dataset).

Geometry (Å):
C (4.363, 2.558, -1.260)
C (3.648, 1.582, -0.975)
C (2.642, 1.039, -1.889)
C (1.119, 1.042, -1.392)
C (0.079, 0.154, -2.112)
C (-1.316, 0.397, -1.510)
C (-1.706, 1.237, -0.381)
O (-2.992, 1.559, -0.036)
C (-3.930, 0.637, -0.623)
C (-4.025, -0.681, -0.025)
O (-3.486, -1.450, -1.165)
C (-3.084, -2.712, -0.482)
C (-1.610, -2.664, -0.345)
O (-1.492, -1.836, 1.099)
C (-0.243, -1.176, 1.048)
C (-0.229, -0.389, 2.295)
C (0.835, 0.034, 2.806)
C (2.099, 0.071, 2.282)
C (2.108, -1.083, 1.404)
C (3.477, -1.465, 0.839)
C (3.523, -2.245, -0.282)
C (2.278, -2.937, -0.826)
N (1.165, -2.560, -0.213)
C (1.010, -1.811, 0.728)
C (-0.619, 2.112, -0.031)
O (-0.790, 3.189, 1.130)
C (-2.045, 3.213, 1.719)
C (0.663, 1.964, -0.440)
H (5.059, 3.032, -0.725)
H (4.482, 3.022, -2.444)
H (3.555, 1.254, -0.010)
H (2.748, -0.025, -2.062)
H (2.413, 1.455, -2.813)
H (0.422, -0.512, -2.713)
H (-1.940, -0.210, -2.007)
H (-4.048, 0.814, -1.842)
H (-4.711, 1.271, -0.380)
H (-3.412, -0.714, 0.783)
H (-5.053, -1.023, 0.258)
H (-3.537, -3.172, 0.441)
H (-3.312, -3.419, -1.163)
H (-1.144, -2.091, -0.924)
H (-1.161, -3.549, -0.039)
H (-1.401, -0.050, 2.805)
H (0.697, 0.998, 3.607)
H (2.950, 0.404, 2.967)
H (4.365, -0.966, 0.999)
H (4.497, -2.462, -0.618)
H (2.283, -3.718, -1.487)
H (-2.713, 3.355, 1.088)
H (-2.251, 2.248, 2.266)
H (-1.728, 3.786, 2.512)
H (1.502, 2.493, 0.141)

Cartesian forces (eV/Å) of the 2 atoms listed first:
2.6 4.5 -7.3
-3.8 -2.5 -0.9

Output
- Kohn-Sham gap: 7.41 eV
- SMILES: C=CCc1ccc(OCCOCCOc2cccc3cccnc23)c(OC)c1
- HOMO level: -7.73 eV
- Relative energy (zero: lowest compared OMol25 entry of this formula, charge and spin): 383.7 kcal per mole
- Net charge: 0
- Multiplicity: 1

Löwdin atomic charge list, values in e, 4 entries: number 1, C, carries 0.00; number 2, C, carries -0.23; number 3, C, carries -0.14; number 4, C, carries -0.13


(4)
# C23H26AsAuF10N3O

A structure of composition C23H26AsAuF10N3O (wB97M-V/def2-TZVPD, the OMol25 dataset).

Geometry (Å):
Au (-0.717, -0.502, -0.089)
C (-3.258, -1.794, -0.011)
N (-1.830, -2.056, -0.071)
C (-1.326, -2.733, 1.120)
C (-1.300, -1.739, 2.294)
N (-0.721, -0.506, 1.779)
C (-0.919, 0.656, 2.448)
C (-2.119, 1.061, 3.075)
F (-3.198, 0.261, 3.131)
C (-2.259, 2.327, 3.643)
F (-3.412, 2.677, 4.240)
C (-1.217, 3.234, 3.598)
F (-1.359, 4.452, 4.149)
C (-0.026, 2.883, 2.993)
F (0.989, 3.763, 2.964)
C (0.120, 1.617, 2.428)
F (1.312, 1.329, 1.874)
C (-1.420, -2.701, -1.314)
C (-1.421, -1.671, -2.458)
N (-0.711, -0.491, -1.981)
C (-1.061, 0.744, -2.416)
C (-0.047, 1.732, -2.466)
F (1.238, 1.409, -2.228)
C (-0.316, 3.061, -2.790)
F (0.679, 3.962, -2.847)
C (-1.608, 3.454, -3.074)
F (-1.869, 4.732, -3.397)
C (-2.630, 2.525, -3.043)
F (-3.883, 2.912, -3.336)
C (-2.367, 1.193, -2.718)
F (-3.431, 0.372, -2.695)
H (-3.835, -2.725, 0.040)
H (-3.612, -1.235, -0.880)
H (-3.529, -1.182, 0.855)
H (-0.293, -3.070, 0.957)
H (-1.912, -3.625, 1.372)
H (-0.691, -2.164, 3.102)
H (-2.314, -1.660, 2.692)
H (-2.052, -3.562, -1.561)
H (-0.394, -3.083, -1.224)
H (-2.450, -1.521, -2.789)
H (-0.904, -2.113, -3.319)
C (2.278, -1.932, 2.366)
C (2.587, -0.595, 1.709)
As (1.757, -0.502, -0.089)
C (2.424, 1.293, -0.653)
C (3.905, 1.554, -0.397)
C (3.074, -1.667, -1.007)
C (2.868, -1.622, -2.514)
H (2.733, -1.963, 3.379)
H (2.696, -2.765, 1.765)
H (1.180, -2.064, 2.462)
H (3.687, -0.477, 1.636)
H (2.171, 0.221, 2.335)
H (1.833, 2.059, -0.108)
H (2.218, 1.410, -1.738)
H (4.132, 1.514, 0.686)
H (4.160, 2.574, -0.754)
H (4.540, 0.832, -0.947)
H (2.924, -2.709, -0.657)
H (4.110, -1.366, -0.756)
H (1.838, -1.949, -2.767)
H (3.592, -2.302, -3.010)
H (3.029, -0.593, -2.896)
O (-1.666, 0.823, -0.089)

Cartesian forces (eV/Å) of the 2 atoms listed first:
15.9 -5.7 -0.3
-0.9 -0.1 0.0

Output
- Kohn-Sham gap: 5.57 eV
- HOMO level: -2.73 eV
- Relative energy (zero: lowest compared OMol25 entry of this formula, charge and spin): 291.5 kcal per mole
- Net charge: -1
- Multiplicity: 1

Löwdin atomic charge list, values in e, 4 entries: number 1, Au, carries 1.20; number 2, C, carries -0.06; number 3, N, carries -0.42; number 4, C, carries -0.20


Which value of net charge does entry 4 give?
-1


Which value of multiplicity does entry 4 give?
1


Which value of multiplicity does entry 3 give?
1